Computed, not measured: C6H12O in the gas phase at a distorted geometry, with ωB97M-V/def2-TZVPD.

Calculated values
SMILES: CC[C@H](C)CC=O
LUMO energy (eV): 0.86
HOMO energy (eV): -9.81
DFT total energy (Eh): -310.98825

Geometry as ORCA input:
```
! RIJCOSX wB97M-V def2-TZVPD def2/J DEFGRID3
* xyz 0 1
C -0.0518 -2.4824 1.1928
C 0.8386 -1.2312 0.9984
C 0.2829 -0.2370 -0.1060
C 0.4138 -0.6341 -1.5836
C 0.6769 1.3070 0.0211
C -0.5406 2.1133 -0.4022
O -1.7050 1.7720 -0.1850
H -0.2027 -3.3438 0.4536
H 0.2599 -3.1302 2.0015
H -1.0698 -2.1275 1.5004
H 0.7166 -0.5641 1.9578
H 1.8294 -1.5775 0.8140
H -0.8186 -0.2666 0.1431
H -0.4149 -0.2871 -2.2392
H 1.3795 -0.5322 -2.0552
H 0.2712 -1.7530 -1.5314
H 0.7297 1.4321 1.1486
H 1.4393 1.8042 -0.6285
H -0.1981 3.1557 -0.8075
*
```

natural (NBO) population analysis, charges in e, atoms 1 to 4:
1 C -0.636
2 C -0.388
3 C -0.213
4 C -0.633

Computed, not measured: 2 unconnected molecules or ions with the total composition C6H12O, with ωB97M-V/def2-TZVPD.

Calculated values
SMILES: CCC(C)=O.C=C
LUMO energy (eV): 0.92
HOMO energy (eV): -9.44
DFT total energy (Eh): -311.00787

Geometry as ORCA input:
```
! RIJCOSX wB97M-V def2-TZVPD def2/J DEFGRID3
* xyz 0 1
C 1.6513 0.0126 -0.8433
C 0.8299 -0.8621 0.1163
C -0.6448 -1.0343 -0.1825
C -1.0521 -1.0642 -1.6379
O -1.4529 -1.2277 0.7016
H 2.5040 0.4651 -0.3261
H 2.0518 -0.5788 -1.6717
H 1.0718 0.8348 -1.2780
H 0.9353 -0.5531 1.1562
H 1.1814 -1.9008 0.0671
H -1.0717 -0.0475 -2.0475
H -0.3333 -1.6405 -2.2309
H -2.0475 -1.5029 -1.7176
C -0.0520 1.8242 1.4287
C -1.1542 1.2519 1.8963
H -0.0569 2.4321 0.5267
H 0.9142 1.6769 1.9070
H -2.1155 1.3611 1.4013
H -1.1402 0.5974 2.7637
*
```

natural (NBO) population analysis, charges in e, atoms 1 to 4:
1 C -0.618
2 C -0.520
3 C 0.620
4 C -0.729

Computed, not measured: 2 unconnected molecules or ions with the total composition C6H12O2 at a distorted geometry, with ωB97M-V/def2-TZVPD.

Calculated values
SMILES: C=C(O)/C=C/CC.O
LUMO energy (eV): 0.44
HOMO energy (eV): -8.46
DFT total energy (Eh): -386.23075

Geometry as ORCA input:
```
! RIJCOSX wB97M-V def2-TZVPD def2/J DEFGRID3
* xyz 0 1
C 0.5553 -0.8431 2.8525
C 0.5510 -0.1785 1.6982
O 1.7824 0.1010 1.1430
C -0.6736 0.2167 1.0108
C -0.8884 0.3434 -0.2983
C -2.2577 0.4567 -0.9191
C -3.0782 -0.8166 -0.7087
H 1.4750 -0.9443 3.4078
H -0.3817 -1.1676 3.2800
H 1.8330 -0.1022 0.2011
H -1.5665 0.0906 1.6286
H -0.0166 0.5047 -0.9271
H -2.6638 1.3617 -0.4428
H -2.2861 0.6541 -1.9840
H -3.4981 -1.0074 0.2779
H -3.9575 -0.7740 -1.3566
H -2.5337 -1.6772 -1.0861
O 3.3156 0.7508 -3.4972
H 4.1621 0.7669 -3.9593
H 3.3419 -0.0307 -2.9416
*
```

natural (NBO) population analysis, charges in e, atoms 1 to 4:
1 C -0.459
2 C 0.276
3 O -0.703
4 C -0.263

Computed, not measured: 2 unconnected molecules or ions with the total composition C6H12O2 at a distorted geometry, with ωB97M-V/def2-TZVPD.

Calculated values
LUMO energy (eV): -3.62
HOMO energy (eV): -7.84
DFT total energy (Eh): -386.09133

Geometry as ORCA input:
```
! RIJCOSX wB97M-V def2-TZVPD def2/J DEFGRID3
* xyz 0 1
O 1.5593 1.4827 -1.9251
C 2.0411 0.8711 -0.9505
O 2.4341 1.2877 0.1549
C -2.9620 -1.0916 1.2295
C -1.7176 -1.6875 0.7363
C -0.5797 -0.9487 0.3956
C 0.0209 0.0595 1.4890
C -0.6759 -0.1691 -0.9922
H 2.1527 -0.2597 -1.0311
H -3.6609 -1.8813 1.5831
H -3.6886 -0.6378 0.5259
H -2.9586 -0.3623 2.0586
H -1.7564 -2.7597 0.8671
H 0.2838 -1.5974 0.3752
H 0.2381 -0.5681 2.3347
H 0.8211 0.7088 1.1164
H -0.8804 0.6348 1.7421
H 0.1174 0.5811 -1.2716
H -1.5545 0.4675 -0.8567
H -0.8828 -0.9658 -1.7089
*
```

natural (NBO) population analysis, charges in e, atoms 1 to 4:
1 O -0.726
2 C 0.616
3 O -0.742
4 C -0.787

Computed, not measured: C6H12O2 in the gas phase at a distorted geometry, with ωB97M-V/def2-TZVPD.

Calculated values
SMILES: C=C(O)C[C@@H](C)CO
LUMO energy (eV): 0.76
HOMO energy (eV): -8.49
DFT total energy (Eh): -386.20755

Geometry as ORCA input:
```
! RIJCOSX wB97M-V def2-TZVPD def2/J DEFGRID3
* xyz 0 1
C -1.0763 1.5670 -0.9740
C -0.4060 0.5048 -1.5349
O -1.0739 -0.4884 -2.2140
C 0.8479 0.0772 -0.9821
C 0.5232 -0.7512 0.6156
C 1.8316 -0.6944 1.3806
C -0.6222 -0.1434 1.3008
O -1.8652 -0.7750 1.0781
H -0.5140 2.4557 -0.7147
H -2.0730 1.8097 -1.3335
H -1.9221 -0.1546 -2.5305
H 1.3790 -0.6530 -1.5831
H 1.4786 0.9083 -0.6937
H 0.3007 -1.7513 0.2448
H 2.0530 0.3293 1.6895
H 1.7834 -1.3176 2.2763
H 2.6640 -1.0467 0.7675
H -0.7976 0.9576 0.7034
H -0.5098 -0.0483 2.3823
H -2.0015 -0.7856 0.1215
*
```

natural (NBO) population analysis, charges in e, atoms 1 to 4:
1 C -0.586
2 C 0.326
3 O -0.692
4 C -0.469

Computed, not measured: 2 unconnected molecules or ions with the total composition C6H12O2 at a distorted geometry, with ωB97M-V/def2-TZVPD.

Calculated values
SMILES: CC(C)=O.CC(C)=O
LUMO energy (eV): 0.64
HOMO energy (eV): -9.06
DFT total energy (Eh): -386.14329

Geometry as ORCA input:
```
! RIJCOSX wB97M-V def2-TZVPD def2/J DEFGRID3
* xyz 0 1
C 6.1404 7.7161 -5.8995
C 6.1823 6.3051 -6.4759
C 6.1790 5.1355 -5.5066
O 6.3483 6.1073 -7.6347
H 5.4048 8.3295 -6.4198
H 7.0953 8.2298 -5.7876
H 5.8154 7.5246 -4.8768
H 5.2375 4.9814 -4.9795
H 6.8966 5.2367 -4.6924
H 6.4002 4.2559 -6.1111
C 9.3924 5.3556 -6.4314
C 8.9249 4.1163 -7.1294
C 7.4496 3.8636 -7.2186
O 9.8218 3.3046 -7.5353
H 9.2222 6.0643 -7.2418
H 10.4675 5.3696 -6.2526
H 8.8052 5.5623 -5.5366
H 6.9042 4.6937 -7.6674
H 7.1392 3.6698 -6.1919
H 7.2741 2.9562 -7.7964
*
```

natural (NBO) population analysis, charges in e, atoms 1 to 4:
1 C -0.722
2 C 0.640
3 C -0.770
4 O -0.541